69
Properties=species:S:1:pos:R:3 method="wB97M-V/def2-TZVPD" relative_energy_kj_mol=24.12 max_force_ha_per_bohr=0.058 homo_energy_ev=-7.95 gap_ev=6.8
C 3.60338 -2.01632 1.06127
C -4.86340 -0.45312 4.93112
C -3.03362 -0.40912 -0.15498
C -3.82809 -1.32846 -0.88246
H 4.56541 -4.34316 -0.85126
H 2.23331 0.11603 2.62836
O -3.57045 -3.71023 1.66268
H -5.60814 -0.11449 -1.14698
C 2.61913 -2.07357 -1.14475
H 8.32521 -1.47653 1.44712
S 0.41785 -1.30270 2.06270
C -3.44484 -2.82277 2.52639
C -6.23012 -0.76217 4.96251
H -1.39189 0.32022 2.05214
H -0.28497 0.82032 0.72388
H -0.75113 -3.77561 2.14037
C -3.18460 -2.44249 -1.43773
C 7.67787 -1.40440 2.32931
H -6.89436 -0.17855 5.59562
H -1.92111 -4.82330 -1.41152
C -2.59333 -1.13046 3.77320
H -5.90326 -1.62050 -0.26636
C 5.27402 -0.66162 2.14374
C 3.94826 -0.83287 1.72596
O -1.84950 -0.23185 4.17179
H -7.81005 -2.03133 4.19801
H 8.03978 -2.13791 3.05834
C -0.84745 -0.02420 1.18504
C 4.24459 -4.34867 0.20328
C -5.32244 -1.16621 -1.08027
H 3.64989 1.11728 2.34468
C 1.21987 -1.97913 -1.70664
F 1.25521 -4.04359 2.27873
C -6.75173 -1.80263 4.17915
H 7.78554 -0.40695 2.75622
H 3.18146 -4.61143 0.26686
F 0.02293 -3.40477 4.01416
N 0.35695 -1.86818 -0.54710
C 6.24580 -1.64642 1.95726
C 0.14143 -3.37939 2.67013
H 6.61769 -3.62505 1.16787
C -5.91481 -2.55972 3.34044
H 4.82545 -5.15041 0.68027
H 1.16249 -1.10280 -2.36924
H 2.64140 0.73230 1.00466
H -6.24596 -3.37075 2.68844
H -0.30739 -4.19703 -1.10894
H -3.51469 0.53847 0.13274
H 0.97983 -2.85281 -2.30638
C -1.23604 -4.00638 -1.64076
C 5.86327 -2.85404 1.35276
N -2.31928 -2.16075 2.89567
C -1.82766 -2.70545 -1.22499
H -3.75763 -3.14394 -2.05849
H 1.37447 -0.31895 0.40231
H -1.04021 -4.02599 -2.71214
H -5.63801 -1.66462 -2.00534
H 3.11957 -2.99553 -1.47042
H -4.41338 0.35141 5.50597
C 4.56410 -3.05347 0.90048
N 2.41626 -2.13502 0.30223
C 3.04139 0.32215 1.92600
H 3.23601 -1.19692 -1.45743
C 1.17477 -1.40334 0.52565
C -4.56006 -2.25034 3.34375
C -1.67619 -0.72170 0.16469
C -4.04381 -1.23118 4.11204
C -1.03931 -1.73854 -0.56517
H 5.56690 0.31621 2.54899

68
Properties=species:S:1:pos:R:3 method="wB97M-V/def2-TZVPD" relative_energy_kj_mol=208.68 max_force_ha_per_bohr=0.015 homo_energy_ev=-8.35 gap_ev=8.7
H 0.47922 2.38018 1.69048
H -4.34042 -2.71065 0.65236
C 3.02957 3.31362 -1.86059
C -0.37924 0.16124 -2.03763
C -0.92480 0.57013 -0.82985
H -1.22085 -2.90070 -1.82415
H -1.50208 -4.58295 -1.26979
C -0.86124 -1.39544 4.04793
H 1.51760 -0.78141 -1.87939
H 2.41651 5.82449 -4.03622
C 2.35237 0.88303 -0.33758
C -2.81655 -2.65662 3.26303
H -4.66848 -4.39250 1.16390
N -1.83169 -1.61329 3.12260
C -2.46081 -3.93976 2.48025
C 1.94971 2.47271 -2.14661
H 3.51264 -0.00538 3.51100
C -1.74905 -3.09395 0.27256
H 4.04689 5.12666 -2.30995
C 1.17951 4.09398 -3.76210
H -5.04134 -4.01771 -1.31385
H -0.28051 0.91703 -0.03742
H -2.71693 0.84612 0.30212
C -3.48501 -0.95739 -3.90398
H -2.85570 -2.89956 4.32753
O 2.23028 -0.23688 0.12542
C 2.46823 0.19839 3.32974
C -2.59400 -0.38679 -2.84751
H 3.76914 2.68070 2.24734
H 0.44356 4.39768 -4.49054
H -3.07953 -4.75275 2.87135
C 0.15061 -0.39744 3.59141
C 1.11303 0.16457 -2.26059
H -0.72633 -3.21120 0.63353
C -0.21415 0.71208 2.83578
H -4.42406 -0.41102 -3.95911
C 2.27901 4.89604 -3.50463
H -3.70766 -1.99279 -3.64591
H 0.15032 2.28622 -3.29172
C -1.22153 -0.31017 -3.03659
C -4.00019 -3.75902 0.57793
C 0.75787 1.52317 2.28933
H -2.02771 -2.02560 0.31191
C 3.19349 4.50948 -2.54405
H 1.76204 -1.45400 4.50058
H -4.19080 -0.01121 -1.47577
N 1.82732 1.21433 -1.55186
H -1.71800 -1.20022 2.21059
C 3.11760 1.92881 0.39100
O -3.15581 -3.42350 -1.67659
C -2.29472 0.51503 -0.63698
N -2.64138 -3.93137 1.04735
H -3.00369 -0.93852 -4.87860
H -3.79284 -2.27849 2.94631
C 1.49392 -0.61518 3.87617
H -0.79700 -0.63520 -3.97720
C -4.04783 -4.18235 -0.89241
C 1.01653 2.89652 -3.09147
S 4.20727 2.89862 -0.60566
H -1.41409 -4.18445 2.67965
H -1.25751 0.94281 2.67284
O -0.81941 -1.96639 5.11903
C 2.10799 1.24126 2.48547
H -3.79018 -5.24938 -0.96386
C -3.12374 0.03969 -1.63548
C 3.09474 2.01828 1.72330
H 1.34412 0.24152 -3.32651
C -1.83734 -3.53871 -1.18925

68
Properties=species:S:1:pos:R:3 method="wB97M-V/def2-TZVPD" relative_energy_kj_mol=546.87 max_force_ha_per_bohr=0.086 homo_energy_ev=-6.60 gap_ev=4.5
H 1.74985 1.88745 -4.17492
H 0.81733 4.79922 3.93288
C 2.47723 4.19195 -2.90666
H -3.43164 -1.45501 2.28722
C -1.82988 -5.94170 -2.47198
C 1.47352 3.96846 4.20955
H 1.59066 -1.99879 3.47429
C -3.36654 -7.59421 -3.35851
O -1.35075 -3.46174 -1.53899
C 2.32312 -1.34755 1.54943
C 2.97366 2.69339 2.72800
C 1.49129 6.18571 -1.92951
H -5.46423 -7.18274 -3.05673
C 1.18391 -1.92839 2.45698
C 2.62128 5.46362 -2.34055
H 1.62220 3.96839 5.29316
O 1.11364 1.30791 -2.27270
N 0.62486 -0.67741 -1.21735
C -1.12565 1.04601 2.07721
O -2.05156 -1.37577 -0.89323
C 1.39411 0.86291 2.20129
H 3.30573 -1.74255 1.86027
H 0.72343 1.94370 4.65640
H 3.21719 0.60759 1.09913
C 2.37385 0.11734 1.58204
H -1.03761 2.10551 1.83586
C -1.18380 -2.15877 -1.24123
C -2.46096 -0.96253 2.29287
H 2.83216 4.84718 2.73570
H -3.53690 -8.54234 -3.86835
H 3.34523 3.64622 -3.28235
H 3.71544 2.05899 3.24855
H 3.63566 4.16987 4.16610
C -2.05895 -7.13517 -3.16193
C -2.61884 -4.01654 -1.09938
C 2.81219 4.03329 3.46469
C 0.07296 4.39094 -2.72294
H -0.22525 2.82549 3.44520
H -0.00990 2.03380 -3.86623
H -5.04241 -5.04594 -1.81148
H -3.37125 -3.23313 -1.19695
C 0.79738 2.64803 3.80360
O -0.40211 -0.11649 -3.25135
C 0.21010 5.66065 -2.15497
H -1.19937 -7.69131 -3.54256
H -2.50005 -4.29425 -0.03475
H 0.98373 -2.95798 2.13339
C 0.99065 2.19657 -3.44401
H 3.61674 5.89288 -2.20654
N 0.20856 -1.85863 -1.37008
H 2.12177 -1.69289 0.52413
C -0.06333 -1.10765 2.43778
H -0.91113 3.97550 -2.95719
H -1.36906 -2.79790 2.66244
H 1.60117 7.16517 -1.46019
N 1.65002 2.07324 2.77097
H 3.32758 2.79821 1.69108
H -0.81385 -5.55878 -2.35975
H -3.26003 1.02625 1.98470
H -0.68674 6.22913 -1.88712
C 0.03154 0.28495 2.26703
C -1.31257 -1.72221 2.48417
C 1.20145 3.61522 -3.01375
C -4.44596 -6.83991 -2.87914
C 0.38728 0.17275 -2.37364
C -4.21731 -5.65445 -2.18043
C -2.90430 -5.22384 -1.93734
C -2.36659 0.42309 2.10866

69
Properties=species:S:1:pos:R:3 method="wB97M-V/def2-TZVPD" relative_energy_kj_mol=909.14 max_force_ha_per_bohr=0.061 homo_energy_ev=-6.93 gap_ev=5.1
S 2.88019 -1.26529 0.80513
H 4.61681 1.01323 4.86072
H -0.70714 -2.37315 5.60615
C -1.12542 0.13811 -1.37288
O 2.19251 -2.54199 0.84266
C -2.51404 0.47949 -1.31238
H -0.39491 1.77924 -4.28859
C 3.75076 0.56853 4.37097
H -4.55645 3.57070 -5.18469
H 1.83493 2.17777 -1.69842
H 4.05222 -1.57649 -1.65157
C 2.46439 1.42328 -2.18548
C -0.40692 -0.62226 -0.40085
H -2.15209 -2.76928 6.58144
H 4.94622 -1.05128 -3.85074
H 0.67474 -1.02271 2.63358
H -4.77077 1.82826 -4.86320
C -3.70615 -3.31575 4.73265
C -2.12866 -2.05888 3.27826
C 2.75008 -0.50545 2.45061
N 4.15809 0.92160 -5.45799
C 3.81126 0.76288 -4.08991
C -1.77964 -2.16273 5.74788
C -0.45600 0.52508 -2.56268
C -1.93965 -0.30857 1.57568
C -0.75614 -2.40208 1.28715
C 2.70973 0.16898 -1.51483
H -0.09182 -3.04094 0.70494
H 1.52443 0.59275 0.27633
C -3.12118 1.25638 -2.28698
N -2.91435 2.68268 -4.25609
H -2.67665 3.98657 -5.86450
H -3.69266 -4.16197 4.03115
H -1.83888 4.51025 -4.38136
C 3.67949 -0.68069 -2.14434
C -1.00433 1.40131 -3.46841
H -3.72310 -3.70042 5.75631
H -1.87878 -1.09895 6.01932
H -3.11714 -0.13513 3.37337
C -4.35393 2.77085 -4.46070
H 0.45652 -0.12936 4.94388
H -4.88370 2.99161 -3.51928
H 4.82090 0.11581 2.55378
O 4.90991 0.08199 -6.00643
C -1.04648 -1.09594 0.79975
O 3.68812 1.90751 -6.07873
H 0.45824 -1.21335 -0.77367
C -2.10628 3.63545 -4.99878
H -1.05475 -3.88297 2.81756
C 2.52587 0.50827 5.06136
H 2.74947 2.61968 -3.97950
O 4.29855 -1.20936 0.57577
N -2.53693 -2.48352 4.55504
H -2.22364 0.68702 1.22781
C 1.53410 -0.56700 3.13660
C 1.41911 -0.06858 4.42740
H 2.44057 0.89303 6.07262
C -2.36426 1.80932 -3.36141
C 4.21893 -0.38450 -3.38000
C 3.86036 0.06744 3.07853
C -2.46042 -0.77506 2.76783
H -4.63462 -2.74917 4.56094
C 2.98853 1.69708 -3.43487
H -4.17678 1.49288 -2.19539
H -1.17289 3.18006 -5.34804
H 0.53286 0.10996 -2.76720
C -1.30936 -2.88280 2.45925
H -3.13613 0.08894 -0.51234
C 1.96513 -0.20837 -0.32022

77
Properties=species:S:1:pos:R:3 method="wB97M-V/def2-TZVPD" relative_energy_kj_mol=86.71 max_force_ha_per_bohr=0.029 total_charge=-2 homo_energy_ev=1.34 gap_ev=3.0
C 7.13850 -1.50110 -0.57800
H -1.64080 -2.63240 1.49350
C 1.03520 2.92430 -5.24750
H -4.31280 3.27630 0.00610
H -1.91130 3.09200 2.49540
H 3.47620 -0.76820 -1.04300
F -1.36290 0.10890 4.96800
H 7.64310 -1.70560 -1.51560
H -1.75920 -0.71450 -2.75770
H -0.84190 4.49500 -1.46750
C 5.07590 -1.51200 0.72440
H -1.82070 3.50850 -2.54970
F -0.25010 1.51370 6.91250
C -0.35100 0.96910 4.59170
C -2.95040 -1.31830 -0.23160
C 1.13150 2.70960 5.40050
H 3.68140 -3.98710 0.79830
H 3.13410 -0.67880 2.60040
H 2.03370 -2.01830 2.28130
H 7.73250 -0.37400 2.53990
Sb -1.71970 2.28020 -0.10020
Ca 1.07280 0.48830 0.14650
C 3.07720 -1.70770 2.25100
C 7.86870 -1.00530 0.49990
H -2.27740 -0.31550 2.35780
H -3.26520 -0.84200 -1.15790
C -1.24240 -0.69330 2.34490
C 0.17880 1.72960 5.63440
C 3.59190 -1.78120 0.80820
C 0.96260 2.29210 -2.92420
C -3.92650 2.26380 -0.06630
H -0.02480 -1.94450 1.16120
N -0.02120 0.28060 -2.14140
F 1.38360 2.47910 1.76740
C 3.10090 -0.63470 -0.02180
C 0.30790 1.77870 -5.53840
H -0.23920 -1.52640 -3.19440
H -3.46740 -0.82440 0.58960
H -4.30980 1.80900 -0.97480
C -1.75800 3.91990 -1.54650
F -0.05630 1.52480 -6.83000
F 1.41110 3.78230 -6.24180
H -1.26820 -2.78540 -1.45420
H 5.27360 -2.15410 -1.32560
N -1.51720 -1.19970 -0.07080
H -2.60950 4.57320 -1.37440
C 5.82840 -0.97070 1.78660
F 2.00520 4.32290 -3.58960
F 1.65280 3.43620 6.43240
H -2.44740 4.43350 1.46620
C 3.21130 -3.17680 0.24090
C -0.80450 -1.82100 -1.17230
F 1.22050 2.64400 -1.61640
H 8.93550 -0.83090 0.42330
C 7.18370 -0.74470 1.68050
C 0.99530 2.16220 3.05420
H -4.28510 1.69320 0.78440
F -0.80240 -0.19180 -4.97930
C -0.73860 -0.93690 -2.41100
C 0.05880 1.09770 3.22660
C -1.70340 3.65150 1.58910
C 5.79530 -1.76380 -0.46300
H 2.12900 -3.29610 0.29340
F 2.39490 3.93230 3.80320
H 3.65670 -2.34780 2.91640
C -1.09040 -1.71080 1.21730
H -3.27670 -2.37500 -0.25800
N -0.31360 0.39330 2.17710
H -0.72160 4.10160 1.67990
H 5.35440 -0.72510 2.72430
C 0.26120 1.06820 -3.15580
H 0.22880 -1.99340 -0.86360
C 1.34260 3.18220 -3.91600
C 1.51380 2.93760 4.08470
H 3.50730 -3.26390 -0.80020
H -1.07120 -1.24170 3.28050
C -0.05960 0.88390 -4.53900

76
Properties=species:S:1:pos:R:3 method="wB97M-V/def2-TZVPD" relative_energy_kj_mol=120.37 max_force_ha_per_bohr=0.048 total_charge=+1 homo_energy_ev=-10.96 gap_ev=8.6
H -0.82372 3.09527 -0.31310
C 3.39235 2.72605 0.21420
O 0.46845 0.26607 3.41972
C -2.37820 -0.47838 -3.02566
H 0.39244 0.48482 -5.53312
H 3.07953 2.65738 4.08546
H 6.34126 -0.27394 0.12044
H -2.07068 -2.60988 -1.90483
Hf -0.86097 0.35432 -0.24645
C 3.10162 1.57359 0.92200
C -1.68907 -0.04877 -5.24621
H -2.56524 -4.44510 1.01509
H 5.45879 1.14194 0.92873
H 6.03801 -2.29671 -1.15223
C -1.60217 -3.86449 1.06916
H -4.07473 0.24288 -1.83121
H 2.37560 -2.14244 -1.71849
C 3.27526 3.87866 2.29070
C -5.06894 0.77345 1.48241
N -1.09944 -0.24712 -2.59152
C -0.68102 -4.03035 2.13346
Cl 0.39971 2.81120 -2.22575
N -2.84432 -1.10527 -0.74926
H 0.80719 0.09574 -3.08047
O -0.22977 1.48309 1.45342
H -0.73618 -4.70227 2.97440
C -0.17125 0.07551 -3.49203
C 3.04405 2.68765 2.95126
C 5.53053 0.05352 0.75639
C -2.39406 -2.49681 -0.90328
H 4.70233 -3.41539 -1.31838
O -1.77046 1.14383 3.38788
H -1.99205 0.08266 -6.24700
C -2.93343 2.37978 1.19819
H -2.00488 2.78973 -1.57418
N 3.17288 0.35008 0.16160
H 3.28153 4.80147 2.83684
S -0.66888 0.62092 2.62742
H 5.28354 -2.92723 0.35704
C -4.04544 2.88682 1.84079
O 1.11546 0.33951 -0.77047
H 3.64117 2.68032 -0.82536
C -0.39044 0.17674 -4.83636
C -1.08064 2.45122 -1.14355
C -1.35181 -2.90036 0.13510
C -3.48227 -0.65205 -1.98759
C -5.10628 2.06290 2.03331
C -3.91053 0.33636 0.85275
C 2.83749 -1.42106 -1.08975
C 2.23863 -0.23264 -0.60665
C 5.07493 -2.59016 -0.67364
N -2.89958 1.18722 0.64104
H -6.03344 2.50918 2.44259
C -3.79305 -1.02298 0.34545
H -4.75081 -1.50836 0.16689
H -5.94209 0.09614 1.66943
H -3.17568 -3.19384 -0.84282
H 5.66362 -0.40364 1.72016
H 3.60174 4.90106 0.50431
H 1.28229 -3.59123 2.82494
C 0.52908 -3.42805 2.04331
N -0.20277 -2.17989 0.13790
H -4.25099 -1.35296 -2.32141
C 4.14174 -1.46238 -0.61400
C -2.70740 -0.39901 -4.36959
H -2.11487 3.02911 1.06035
N 4.30767 -0.40388 0.16990
C 0.72258 -2.49138 1.03099
C 3.43750 3.90908 0.93563
O -1.23099 -0.58591 1.77073
H -3.33153 -1.59693 1.18722
H -3.68024 -0.60206 -4.73340
H 1.64600 -1.97373 0.85972
H -4.08836 3.93320 2.23141
C 2.93976 1.49438 2.25630
H 2.90391 0.51378 2.72175

Repeat the first record exactly.
69
Properties=species:S:1:pos:R:3 method="wB97M-V/def2-TZVPD" relative_energy_kj_mol=24.12 max_force_ha_per_bohr=0.058 homo_energy_ev=-7.95 gap_ev=6.8
C 3.60338 -2.01632 1.06127
C -4.86340 -0.45312 4.93112
C -3.03362 -0.40912 -0.15498
C -3.82809 -1.32846 -0.88246
H 4.56541 -4.34316 -0.85126
H 2.23331 0.11603 2.62836
O -3.57045 -3.71023 1.66268
H -5.60814 -0.11449 -1.14698
C 2.61913 -2.07357 -1.14475
H 8.32521 -1.47653 1.44712
S 0.41785 -1.30270 2.06270
C -3.44484 -2.82277 2.52639
C -6.23012 -0.76217 4.96251
H -1.39189 0.32022 2.05214
H -0.28497 0.82032 0.72388
H -0.75113 -3.77561 2.14037
C -3.18460 -2.44249 -1.43773
C 7.67787 -1.40440 2.32931
H -6.89436 -0.17855 5.59562
H -1.92111 -4.82330 -1.41152
C -2.59333 -1.13046 3.77320
H -5.90326 -1.62050 -0.26636
C 5.27402 -0.66162 2.14374
C 3.94826 -0.83287 1.72596
O -1.84950 -0.23185 4.17179
H -7.81005 -2.03133 4.19801
H 8.03978 -2.13791 3.05834
C -0.84745 -0.02420 1.18504
C 4.24459 -4.34867 0.20328
C -5.32244 -1.16621 -1.08027
H 3.64989 1.11728 2.34468
C 1.21987 -1.97913 -1.70664
F 1.25521 -4.04359 2.27873
C -6.75173 -1.80263 4.17915
H 7.78554 -0.40695 2.75622
H 3.18146 -4.61143 0.26686
F 0.02293 -3.40477 4.01416
N 0.35695 -1.86818 -0.54710
C 6.24580 -1.64642 1.95726
C 0.14143 -3.37939 2.67013
H 6.61769 -3.62505 1.16787
C -5.91481 -2.55972 3.34044
H 4.82545 -5.15041 0.68027
H 1.16249 -1.10280 -2.36924
H 2.64140 0.73230 1.00466
H -6.24596 -3.37075 2.68844
H -0.30739 -4.19703 -1.10894
H -3.51469 0.53847 0.13274
H 0.97983 -2.85281 -2.30638
C -1.23604 -4.00638 -1.64076
C 5.86327 -2.85404 1.35276
N -2.31928 -2.16075 2.89567
C -1.82766 -2.70545 -1.22499
H -3.75763 -3.14394 -2.05849
H 1.37447 -0.31895 0.40231
H -1.04021 -4.02599 -2.71214
H -5.63801 -1.66462 -2.00534
H 3.11957 -2.99553 -1.47042
H -4.41338 0.35141 5.50597
C 4.56410 -3.05347 0.90048
N 2.41626 -2.13502 0.30223
C 3.04139 0.32215 1.92600
H 3.23601 -1.19692 -1.45743
C 1.17477 -1.40334 0.52565
C -4.56006 -2.25034 3.34375
C -1.67619 -0.72170 0.16469
C -4.04381 -1.23118 4.11204
C -1.03931 -1.73854 -0.56517
H 5.56690 0.31621 2.54899